Density functional theory data (ωB97M-V with the def2-TZVPD basis set) for 14 unconnected molecules or ions with the total composition C56H84O42.

The geometry in XYZ format:
```
182
Properties=species:S:1:pos:R:3:forces:R:3:lowdin_charge:R:1
C -0.06480 2.08378 6.81337 -0.38 1.93 -2.07 0.000
C -0.17082 3.00110 5.53758 1.01 -0.58 -0.53 -0.284
C -1.46564 3.04100 4.71980 0.75 -0.25 0.60 -0.052
O -1.68813 4.45994 4.56544 -2.02 -1.25 -1.37 0.087
C -0.85041 5.19993 5.22633 -0.51 3.08 2.70 -0.553
O -1.06075 6.42140 5.46629 1.62 -4.19 -1.25 0.073
O 0.10832 4.41104 5.77098 0.05 0.27 0.53 0.075
H -0.17914 1.06648 6.43907 -0.17 -0.04 0.28 0.084
H -0.84757 2.40289 7.50152 0.44 -0.37 0.49 0.086
H 0.98178 2.25084 7.06807 -0.30 -0.21 0.95 0.084
H 0.64434 2.61249 4.92717 0.09 0.40 -0.39 0.128
H -2.20505 2.49391 5.30468 -0.78 0.79 0.03 0.129
H -1.41660 2.54509 3.75039 0.25 0.45 -0.01 0.100
C 1.05835 -1.21514 -0.40684 0.24 -0.64 -0.36 0.012
C 0.56005 0.15575 -0.73553 -0.25 1.69 -0.14 -0.285
C -0.88794 0.28106 -1.13010 -1.77 -2.09 -0.64 -0.107
O -1.54974 1.14699 -0.20726 1.96 0.81 0.80 0.064
C -0.56481 1.58368 0.67928 -2.68 2.70 3.21 -0.457
O -0.79995 2.39603 1.63192 1.08 -3.46 -4.17 0.065
O 0.59010 0.99957 0.44403 0.59 0.28 0.30 0.087
H 0.19841 -1.86035 -0.22709 0.13 -0.17 0.16 0.083
H 1.71946 -1.26418 0.45838 -0.13 0.36 0.09 0.086
H 1.63798 -1.62884 -1.23206 -0.15 -0.03 -0.16 0.092
H 1.05315 0.71747 -1.52889 1.00 -0.41 0.30 0.133
H -1.34466 -0.70712 -1.07535 -0.30 -0.06 0.48 0.105
H -1.08820 0.51208 -2.17634 0.30 0.94 0.11 0.144
C -3.57035 -8.38094 3.01195 -0.43 -1.00 1.65 -0.036
C -2.47349 -7.83281 2.20657 -0.95 -0.56 -1.90 -0.320
C -2.95261 -7.32928 0.83829 0.20 0.85 0.41 -0.061
O -2.55653 -5.94068 0.90682 -0.44 -0.11 -2.70 0.053
C -1.67024 -5.76328 1.86720 1.49 5.24 0.28 -0.613
O -0.97843 -4.73503 2.00877 -1.89 -3.07 -0.78 0.099
O -1.80371 -6.68970 2.73679 0.97 -3.11 2.57 0.150
H -4.32396 -7.67963 3.37017 0.12 -0.03 0.02 0.105
H -3.10670 -8.96766 3.80497 -0.17 0.58 0.79 0.095
H -4.03631 -9.22493 2.50335 -0.29 0.37 -0.67 0.098
H -1.89666 -8.73181 1.98944 1.32 0.62 0.41 0.156
H -4.03100 -7.37495 0.68635 0.10 0.05 0.07 0.136
H -2.43285 -7.85665 0.03840 -0.03 0.31 -0.23 0.127
C 2.09327 3.60800 -2.25568 -0.07 1.46 -0.08 0.008
C 0.81538 4.34930 -2.79307 0.77 -3.19 -0.99 -0.247
C 0.75959 5.66911 -3.49552 2.57 2.47 2.02 -0.158
O 0.32796 5.53903 -4.80296 -2.49 -1.34 -0.73 0.077
C -0.02331 4.21159 -4.99831 2.49 -1.57 -3.12 -0.446
O -0.32946 3.67468 -6.07172 0.08 2.24 3.82 0.125
O 0.54703 3.51942 -3.96531 -2.15 -0.73 -0.08 0.031
H 2.90535 3.66952 -2.98013 0.07 0.39 0.08 0.090
H 1.96460 2.53462 -2.11635 -0.73 0.16 -0.05 0.059
H 2.38192 4.01751 -1.28765 0.23 0.08 -0.05 0.063
H 0.04643 4.23196 -2.02949 -0.37 0.05 -0.24 0.140
H 1.73892 6.13748 -3.59379 0.42 -0.17 0.20 0.138
H 0.24798 6.37065 -2.83659 -0.89 0.17 -0.64 0.127
C 2.41615 6.90544 0.44885 -0.32 -0.38 0.40 -0.002
C 1.92395 7.11497 1.93528 0.61 -1.10 -1.50 -0.222
C 0.76561 6.27457 2.44616 -0.50 -0.34 -1.36 -0.093
O 1.38693 5.14123 3.00129 1.13 -1.32 1.35 0.061
C 2.69479 5.38566 3.22216 0.94 -0.81 1.48 -0.552
O 3.52207 4.70375 3.80994 -1.92 0.35 -1.13 0.118
O 3.00439 6.57068 2.74352 0.33 1.96 -0.47 0.085
H 1.68460 7.07931 -0.34027 -0.20 0.91 0.27 0.070
H 2.67707 5.88204 0.17926 -0.06 -0.54 0.92 0.060
H 3.36727 7.40846 0.27436 -0.32 0.56 0.03 0.083
H 1.68106 8.15158 2.16877 0.79 0.05 -0.04 0.151
H 0.16118 5.79450 1.67656 -0.49 0.90 -0.14 0.124
H 0.18693 6.85240 3.16682 -0.12 -0.42 0.20 0.132
C 1.25189 -3.59616 4.41453 0.21 0.04 -0.88 -0.016
C 2.28296 -4.71497 4.24455 -1.41 -0.24 0.63 -0.265
C 2.89013 -5.23676 5.55300 -0.04 0.11 -0.60 -0.066
O 2.66633 -6.64963 5.43826 1.14 -0.23 2.43 0.074
C 1.72983 -6.97111 4.57115 1.23 1.00 -2.03 -0.589
O 1.32717 -8.06977 4.35505 -0.64 0.02 0.31 0.151
O 1.54097 -5.88778 3.77281 -0.50 0.17 -0.28 0.045
H 0.45426 -3.89205 5.09596 0.35 0.05 0.44 0.094
H 0.70734 -3.43158 3.48477 0.21 -0.18 -0.28 0.065
H 1.72909 -2.64185 4.63741 -0.01 -0.18 0.46 0.063
H 3.09571 -4.49348 3.55282 -0.34 0.09 -0.28 0.132
H 2.44175 -4.84700 6.46686 -0.30 -0.11 -0.11 0.133
H 3.95057 -4.98650 5.58379 0.04 -0.52 0.10 0.134
C 6.11526 -3.39486 -6.98910 -0.90 1.67 2.71 0.016
C 5.58662 -2.29831 -5.90617 3.37 -0.01 -1.78 -0.348
C 5.11813 -1.00938 -6.59292 -0.57 -0.82 0.42 -0.035
O 3.76927 -0.90441 -5.98732 0.83 2.29 -1.67 0.096
C 3.47036 -1.91825 -5.24288 -3.03 -3.88 1.39 -0.513
O 2.34005 -2.21650 -4.78654 4.08 1.57 -1.16 0.079
O 4.55345 -2.79119 -5.15327 -2.62 0.46 0.53 0.068
H 5.16000 -3.72199 -7.39965 0.48 -0.36 -0.60 0.087
H 6.61531 -4.16282 -6.39894 -0.20 -0.25 -0.33 0.076
H 6.83849 -2.93643 -7.66356 -0.36 -0.05 -0.20 0.076
H 6.35359 -1.99455 -5.19373 0.49 -0.38 -0.13 0.144
H 5.15433 -1.08645 -7.67959 -1.20 -0.38 -0.11 0.124
H 5.75370 -0.13313 -6.46515 -0.43 0.13 1.04 0.129
C 5.64957 -2.86377 0.81040 -1.13 -0.04 0.38 0.004
C 5.63826 -4.42302 1.23990 -1.19 4.95 -0.20 -0.285
C 5.01829 -5.42826 0.29730 -1.41 0.98 -0.43 -0.103
O 6.04987 -6.33934 0.13525 -0.53 -1.70 -0.27 0.116
C 7.16648 -5.82117 0.55736 5.32 -2.25 1.42 -0.530
O 8.25827 -6.39371 0.43490 -2.85 2.00 0.05 0.112
O 6.98068 -4.70956 1.32146 1.46 -1.77 -1.23 0.091
H 6.01199 -2.62036 -0.18835 0.70 -0.69 0.06 0.080
H 6.13009 -2.24310 1.56670 0.85 -0.54 0.02 0.074
H 4.73073 -2.27771 0.79092 -1.05 -0.90 0.12 0.044
H 5.26002 -4.46040 2.26148 -0.45 -0.19 -0.10 0.142
H 4.74904 -5.20711 -0.73551 -0.02 1.21 0.15 0.134
H 4.07616 -5.75590 0.73678 0.40 -0.95 0.15 0.114
C -2.82254 9.77657 -0.43861 -0.85 0.79 -0.91 -0.034
C -3.71841 8.56708 -0.03286 2.70 3.11 0.90 -0.315
C -4.25827 7.83638 -1.23164 -0.02 -0.79 1.25 -0.048
O -3.52721 6.54793 -1.18011 0.41 1.01 0.65 0.039
C -2.66409 6.56415 -0.12000 3.09 -2.21 1.80 -0.426
O -1.75651 5.69769 0.11769 -4.34 3.84 -1.41 0.061
O -2.89155 7.66289 0.71125 -0.07 -2.32 -1.86 0.067
H -2.34363 10.38583 0.32791 0.26 -0.90 0.51 0.086
H -3.50381 10.53990 -0.81450 -0.48 0.00 -0.33 0.081
H -2.15695 9.64013 -1.29094 0.30 -0.54 0.23 0.085
H -4.37672 9.08859 0.66196 -0.77 -1.01 -0.04 0.153
H -4.04037 8.39250 -2.14342 -0.16 -0.49 -0.10 0.138
H -5.31677 7.68684 -1.01881 -0.02 -0.49 -0.80 0.138
C 4.73690 1.04959 1.38633 0.61 -0.98 -1.09 -0.014
C 4.66130 1.22946 2.86754 -0.67 1.64 0.14 -0.326
C 3.25425 1.38027 3.40878 -0.42 1.31 -1.72 -0.057
O 2.93441 0.04213 3.74930 -6.77 4.54 -0.14 0.152
C 3.94414 -0.55937 4.02421 5.53 -3.78 -1.11 -0.707
O 3.95191 -1.70976 4.29005 0.71 -2.31 1.71 0.155
O 5.04950 0.10779 3.62120 1.81 -0.40 0.43 0.106
H 4.28954 1.79825 0.73253 -0.24 0.50 0.68 0.087
H 4.26709 0.11811 1.07053 0.07 -0.27 0.06 0.075
H 5.78616 1.03412 1.09155 0.06 -0.31 -0.08 0.091
H 5.27636 2.09504 3.11365 0.00 -0.13 0.42 0.159
H 2.55773 1.59522 2.59838 -0.12 0.67 0.36 0.137
H 3.26763 2.11643 4.21251 -0.63 -0.39 0.27 0.131
C -6.97930 3.16220 -4.73824 0.19 -0.93 0.80 -0.015
C -6.38523 4.47133 -4.16841 -1.78 -2.45 -0.07 -0.340
C -4.89584 4.50440 -3.95304 -0.95 0.43 -0.28 -0.081
O -4.47916 5.12124 -5.17592 0.37 -0.19 -0.04 0.061
C -5.50653 5.84093 -5.69466 0.93 2.47 -3.09 -0.448
O -5.28433 6.72827 -6.56587 -1.75 -3.70 3.71 0.089
O -6.70370 5.38982 -5.17029 1.73 3.07 -0.94 0.075
H -6.78642 2.84426 -5.76283 0.65 0.78 -0.18 0.091
H -8.06731 3.20813 -4.69086 0.03 0.04 0.31 0.089
H -6.62876 2.32580 -4.13354 -0.32 -0.13 0.29 0.072
H -6.92509 4.62331 -3.23377 -0.11 0.58 -0.08 0.153
H -4.65717 3.45980 -3.75313 1.08 0.18 -0.54 0.135
H -4.56123 5.16330 -3.15181 -0.10 -0.22 0.20 0.118
C -5.32877 1.54379 2.11668 -0.21 0.71 -1.15 0.014
C -5.69342 2.49738 0.92188 0.16 -1.05 1.73 -0.281
C -5.24881 2.06539 -0.43596 0.68 -1.21 -1.24 -0.064
O -6.46855 1.97807 -1.23070 2.36 0.41 -0.70 0.077
C -7.47776 2.23124 -0.43938 -3.12 0.45 -2.23 -0.652
O -8.61352 2.26456 -0.85782 0.64 -0.19 0.73 0.128
O -7.10001 2.51588 0.75669 -0.58 0.64 2.79 0.117
H -5.61903 2.00788 3.05928 0.12 -0.04 -0.05 0.081
H -4.26108 1.32608 2.08940 0.05 0.17 0.14 0.079
H -5.85005 0.59346 2.00167 -0.06 0.06 -0.09 0.084
H -5.37621 3.51918 1.13020 0.02 -0.03 0.10 0.151
H -4.86509 1.05191 -0.55297 0.46 0.09 0.70 0.124
H -4.49661 2.77496 -0.78066 -0.33 0.00 -0.76 0.130
C -1.79119 -3.80889 -2.21331 -1.42 0.22 0.29 0.007
C -3.28967 -3.31332 -2.23976 1.57 -0.55 -1.69 -0.269
C -4.35586 -4.27012 -1.65707 2.52 -1.37 -4.69 -0.208
O -4.92352 -3.56752 -0.72156 -1.38 3.01 4.05 0.083
C -4.34323 -2.28933 -0.58138 -1.72 -0.46 1.46 -0.468
O -4.71576 -1.56605 0.30155 0.91 -0.33 -1.39 0.159
O -3.45289 -2.08356 -1.55927 -0.30 0.14 1.91 0.084
H -1.10284 -3.11568 -2.69678 -0.15 -0.15 -0.22 0.080
H -1.74982 -4.81093 -2.64028 0.01 0.16 -0.53 0.074
H -1.44063 -3.97817 -1.19520 -0.27 0.32 0.33 0.071
H -3.68603 -3.01645 -3.21077 0.95 -0.55 -0.60 0.149
H -3.91263 -5.24283 -1.44379 -0.08 0.03 0.92 0.124
H -5.00626 -4.42114 -2.51860 -0.61 -0.42 0.20 0.133
C 1.31701 -6.65272 0.07059 0.71 -1.08 0.26 0.014
C 1.83798 -7.55248 -1.10453 -2.19 2.15 2.84 -0.289
C 0.96498 -7.28670 -2.28997 1.84 -0.33 -0.85 -0.050
O 2.08368 -7.19540 -3.18088 -2.44 -0.69 -5.36 0.069
C 3.23963 -6.88643 -2.71575 3.66 0.97 -2.18 -0.511
O 4.25940 -6.66517 -3.45009 -4.19 -0.79 4.12 0.090
O 3.02239 -6.86301 -1.38503 3.30 0.42 0.00 0.033
H 0.30857 -6.85600 0.43093 0.27 -0.42 0.23 0.073
H 1.31849 -5.60380 -0.22583 -0.02 -0.13 -0.52 0.095
H 2.10223 -6.70332 0.82489 -0.64 -0.18 0.62 0.074
H 2.09494 -8.60139 -0.95660 -0.44 0.01 0.40 0.172
H 0.45855 -6.32149 -2.29374 -0.08 -0.07 0.20 0.128
H 0.32286 -8.09104 -2.64891 0.10 0.07 0.20 0.144
```
Forces are in eV/Å.

## Properties
Max |F| = 8.2 eV/A
HOMO energy = -10.4 eV
Relative energy (zero: lowest compared OMol25 entry of this formula, charge and spin) = 12.225 eV
Frontier orbital gap = 10.2789 eV
Energy = -5344.203985 a.u.